Here is C5H7N3 in the gas phase from the OMol25 dataset. Energies are from ωB97M-V/def2-TZVPD.

Structure (ORCA input):
```
! wB97M-V def2-TZVPD RIJCOSX def2/J DEFGRID3
* xyz 0 1
C -0.326 0.690 0.014
C -1.719 0.589 -0.005
C -2.152 -0.693 -0.054
C -0.846 -1.366 0.071
C 2.496 -0.234 -0.038
H 0.980 2.024 0.830
H -0.206 2.754 -0.110
H -2.442 1.499 -0.116
H -3.215 -0.938 -0.026
H -0.631 -2.378 0.405
H 3.612 -0.646 0.189
H 2.441 0.885 0.143
N 0.379 1.952 -0.073
N 0.186 -0.463 0.047
N 1.541 -1.077 -0.152
*
```

Its relative energy (zero: lowest compared OMol25 entry of this formula, charge and spin) is 104.79 kcal per mole. Its SMILES is C=Nn1cccc1N. Its orbital gap is 7.8 eV. Its HOMO energy is -7.24 eV. The lowest unoccupied orbital energy comes out at 0.6 eV.